[1]
# C34H23Br4N4O8S3Ta

A molecular structure, C34H23Br4N4O8S3Ta (wB97M-V/def2-TZVPD, the OMol25 dataset).

Computed properties:
Total charge: -2
Frontier orbital gap, eV: 6.169
HOMO energy, eV: -2.50

Last column: Löwdin charge in e.
CARTESIAN COORDINATES (ANGSTROEM)
1 Ta -1.049 -2.025 0.473  1.65
2 S -1.116 -2.431 2.943  0.70
3 C -2.737 -2.831 3.445  -0.71
4 C -2.911 -3.071 4.838  -0.31
5 N -3.051 -3.269 5.963  0.13
6 C -3.788 -2.862 2.582  -0.74
7 S -3.628 -2.605 0.893  0.74
8 C -5.101 -3.134 3.085  -0.29
9 N -6.164 -3.341 3.473  0.14
10 C 6.960 -0.082 -1.739  -0.06
11 C 5.560 -0.603 -1.580  -0.28
12 C 5.258 -1.932 -1.855  -0.04
13 C 3.966 -2.411 -1.717  -0.04
14 C 2.968 -1.548 -1.292  -0.27
15 C 3.244 -0.219 -1.015  -0.03
16 C 4.540 0.244 -1.162  -0.02
17 S 1.328 -2.178 -1.100  0.61
18 O 0.410 -1.023 -1.203  -0.35
19 O 1.142 -3.220 -2.075  -0.26
20 N 1.108 -2.707 0.380  -0.29
21 C 1.930 -2.101 1.422  -0.19
22 C 1.475 -0.664 1.678  -0.65
23 O 2.251 0.203 2.051  0.03
24 O 0.225 -0.506 1.442  -0.21
25 H 7.662 -0.892 -1.932  0.07
26 H 7.287 0.443 -0.842  0.08
27 H 7.023 0.621 -2.571  0.08
28 H 6.044 -2.601 -2.183  0.11
29 H 3.721 -3.439 -1.940  0.12
30 H 2.456 0.436 -0.672  0.12
31 H 4.759 1.280 -0.934  0.12
32 H 2.997 -2.153 1.191  0.11
33 H 1.751 -2.684 2.331  0.10
34 Br -2.248 -5.964 -5.261  0.66
35 C -1.922 -5.421 -3.477  -0.76
36 C -1.576 -6.345 -2.509  -0.75
37 Br -1.426 -8.181 -2.944  0.66
38 C -1.326 -5.931 -1.197  -0.64
39 Br -0.766 -7.106 0.167  0.75
40 C -1.449 -4.594 -0.869  -0.43
41 O -1.150 -4.064 0.282  -0.31
42 C -1.852 -3.655 -1.843  -0.43
43 O -1.873 -2.417 -1.411  -0.28
44 C -2.042 -4.069 -3.143  -0.63
45 Br -2.465 -2.730 -4.411  0.75
46 C -0.264 6.081 3.921  -0.07
47 C -0.148 5.018 2.861  -0.25
48 C 0.891 4.097 2.929  -0.06
49 C 0.997 3.088 1.986  -0.06
50 C 0.096 3.015 0.943  -0.01
51 C -0.945 3.933 0.859  -0.20
52 N -1.869 3.895 -0.193  0.09
53 C -1.836 2.976 -1.248  -0.19
54 C -1.778 3.496 -2.545  -0.04
55 C -1.799 2.672 -3.654  -0.10
56 C -1.850 1.295 -3.487  -0.08
57 C -1.896 0.770 -2.208  -0.01
58 C -1.905 1.588 -1.080  -0.06
59 C -2.039 0.960 0.275  -0.51
60 O -2.251 1.576 1.289  0.13
61 O -1.949 -0.349 0.244  -0.28
62 C -1.092 4.927 1.835  -0.18
63 C -2.273 5.856 1.783  -0.05
64 H 0.626 6.087 4.550  0.07
65 H -1.124 5.908 4.571  0.08
66 H -0.381 7.078 3.493  0.07
67 H 1.601 4.155 3.743  0.10
68 H 1.761 2.328 2.070  0.08
69 H 0.179 2.216 0.221  0.11
70 H -2.156 4.810 -0.507  0.12
71 H -1.700 4.571 -2.666  0.10
72 H -1.757 3.108 -4.645  0.09
73 H -1.850 0.627 -4.337  0.09
74 H -1.939 -0.301 -2.078  0.08
75 H -3.146 5.343 1.377  0.08
76 H -2.088 6.740 1.161  0.08
77 H -2.539 6.217 2.774  0.06

=====

[2]
# C9H13BrN2O

A molecular structure, C9H13BrN2O (wB97M-V/def2-TZVPD, the OMol25 dataset).

Computed properties:
Frontier orbital gap, eV: 8.375
HOMO energy, eV: -7.80

Last column: Löwdin charge in e.
CARTESIAN COORDINATES (ANGSTROEM)
1 C -1.979 1.745 -1.139  -0.14
2 C -3.688 0.797 -0.282  -0.20
3 C -1.826 0.369 -1.199  -0.39
4 C -0.079 -0.761 0.296  -0.26
5 C 1.616 -0.593 2.048  -0.08
6 C 1.447 1.174 0.424  -0.07
7 C 2.466 -1.020 -0.361  -0.01
8 C -0.661 -0.427 -1.560  -0.53
9 C 1.362 -0.298 0.553  -0.56
10 N -3.182 1.984 -0.657  0.05
11 N -2.913 -0.192 -0.618  0.09
12 O -0.820 -1.235 1.098  0.10
13 Br -0.908 -2.191 -2.286  0.70
14 H -1.204 2.439 -1.505  0.12
15 H -4.648 0.551 0.243  0.14
16 H 1.084 0.118 2.657  0.07
17 H 2.702 -0.526 2.428  0.11
18 H 1.245 -1.646 2.318  0.11
19 H 2.440 1.351 0.898  0.11
20 H 0.568 1.631 0.931  0.11
21 H 1.423 1.589 -0.558  0.07
22 H 3.063 -0.348 -1.048  0.10
23 H 3.104 -1.403 0.454  0.07
24 H 2.134 -1.923 -0.934  0.08
25 H 0.313 -0.022 -1.842  0.06
26 H -3.059 -1.162 -0.358  0.16

=====

[3]
# C6H8CuLiO6

A molecular structure, C6H8CuLiO6 (wB97M-V/def2-TZVPD, the OMol25 dataset).

Computed properties:
⟨S²⟩: 2.01
Frontier orbital gap (alpha / beta), eV: 5.077 / 6.310
Spin multiplicity: 3
HOMO energy (alpha / beta), eV: -5.68 / -7.84

Last column: Löwdin spin population.
CARTESIAN COORDINATES (ANGSTROEM)
1 O 1.419 -0.068 0.122  0.19
2 O -0.165 2.538 -0.047  0.29
3 C 1.238 -0.240 -1.274  0.01
4 C 0.804 1.007 -2.022  0.01
5 O -0.579 1.356 -1.866  0.03
6 C -1.035 2.203 -0.896  0.11
7 H 0.509 -1.050 -1.439  0.00
8 H 2.163 -0.581 -1.770  0.00
9 H 0.929 0.816 -3.096  0.00
10 H 1.450 1.859 -1.760  0.01
11 O -0.257 -0.167 2.030  0.06
12 C -1.651 -0.178 1.687  0.00
13 C -1.688 -1.091 0.463  0.00
14 O -0.497 -1.871 0.613  0.00
15 C 0.385 -1.211 1.381  0.01
16 H -2.217 -0.578 2.536  0.00
17 H -1.966 0.847 1.462  0.00
18 H -1.631 -0.527 -0.477  0.00
19 H -2.547 -1.769 0.450  0.00
20 O 1.328 -1.808 1.923  0.01
21 Li 2.820 -1.151 0.969  0.09
22 Cu 1.187 1.664 1.012  1.15

=====

E values (in Ha) by entry order: -13678.36728, -3109.42922, -2332.76063.
Strongest force on any atom values (in eV/A) by entry order: 1.21, 4.94, 2.50.
ΔE to the lowest compared entry with this formula, charge and spin values (in eV) by entry order: 1.3686, 0.4668, 0.1530.